Entry 1:
19
Properties=species:S:1:pos:R:3 method="wB97M-V/def2-TZVPD" largest_force_ev_per_a=1.43 de_lowest_kcal_mol=105.2 total_charge=0 homo_energy_ev="-6.88 / -6.88" e_lumo_ha="0.00890 / 0.00889"
C -1.527 0.046 0.105
C 1.368 1.085 -0.700
N -0.934 -0.205 -1.157
C 0.753 -0.290 -0.511
N -1.986 1.371 0.374
C -0.093 -1.256 1.734
C 1.514 -1.384 -0.766
N -0.251 -0.338 0.869
H -1.004 0.615 -1.755
H -2.309 -0.664 0.393
H -1.389 2.092 -0.006
H -2.331 1.493 1.317
H 1.189 1.460 -1.709
H 0.955 1.814 0.001
H 2.448 1.038 -0.548
H -0.888 -1.493 2.435
H 0.885 -1.722 1.819
H 1.110 -2.384 -0.673
H 2.489 -1.275 -1.221

***

Entry 2:
19
Properties=species:S:1:pos:R:3 method="wB97M-V/def2-TZVPD" smiles="[H]/N=C/C[C@](C)(N)N=C" largest_force_ev_per_a=2.49 de_lowest_kcal_mol=46.8 total_charge=0 homo_energy_ev=-9.00 e_lumo_ha=0.03037
H 0.268 1.801 -2.855
N 0.629 1.435 -1.977
C 0.746 0.148 -1.957
C 1.121 -0.505 -0.728
C -0.276 -0.228 0.478
C -1.263 -1.370 0.289
N -0.824 1.042 0.278
N 0.432 -0.413 1.708
C 0.586 0.533 2.523
H 0.327 -0.489 -2.745
H 1.894 0.026 -0.183
H 1.320 -1.568 -0.799
H -2.108 -1.230 0.965
H -1.625 -1.396 -0.737
H -0.783 -2.313 0.535
H -1.609 1.006 -0.362
H -0.129 1.666 -0.273
H 1.162 0.336 3.420
H 0.132 1.519 2.421

***

Entry 3:
19
Properties=species:S:1:pos:R:3 method="wB97M-V/def2-TZVPD" largest_force_ev_per_a=5.48 de_lowest_kcal_mol=65.7 total_charge=0 homo_energy_ev=-8.09 e_lumo_ha=0.03311
H 2.776 -0.730 -1.044
N 1.811 -1.044 -0.949
C 0.997 -0.019 -0.909
N 1.233 1.133 -1.679
C -0.483 -0.316 -0.662
N -1.316 -0.377 -1.756
C -0.711 -0.198 0.634
C 0.847 0.128 1.406
C -1.864 -0.219 1.556
H 0.591 1.888 -1.450
H 2.200 1.430 -1.630
H -2.185 -0.858 -1.560
H -0.786 -0.683 -2.569
H 0.532 0.898 2.118
H 1.859 0.456 1.159
H 1.003 -0.809 1.946
H -1.792 -1.069 2.242
H -2.797 -0.306 0.989
H -1.917 0.694 2.157

***

Entry 4:
19
Properties=species:S:1:pos:R:3 method="wB97M-V/def2-TZVPD" smiles=N[C@@H]1[C@H]2N[C@@H]2C[C@H]1N largest_force_ev_per_a=3.55 de_lowest_kcal_mol=120.4 total_charge=0 homo_energy_ev=-8.13 e_lumo_ha=0.03366
N -0.696 2.092 -0.318
C -0.101 0.927 0.240
C 1.232 0.696 -0.315
N 2.518 0.181 0.036
C 1.350 -0.749 0.225
C 0.226 -1.496 -0.523
C -0.793 -0.374 -0.369
N -2.017 -0.645 0.347
H -1.674 2.207 -0.030
H -0.191 2.931 -0.014
H -0.053 1.014 1.250
H 0.921 0.319 -1.227
H 2.820 0.352 1.014
H 1.265 -0.889 1.310
H 0.578 -1.824 -1.480
H -0.094 -2.346 0.069
H -0.987 -0.025 -1.393
H -1.769 -1.009 1.283
H -2.536 -1.361 -0.105

***

Entry 5:
19
Properties=species:S:1:pos:R:3 method="wB97M-V/def2-TZVPD" largest_force_ev_per_a=4.82 de_lowest_kcal_mol=142.7 total_charge=0 homo_energy_ev="-7.33 / -7.03" e_lumo_ha="0.03443 / 0.03451"
C -2.798 1.187 0.321
C 1.538 1.454 -0.170
C 2.205 0.107 0.225
C 0.729 0.162 -0.222
C -0.691 -2.224 -0.241
N -1.664 1.281 -0.169
N -0.788 -1.131 0.757
N -0.282 0.068 0.711
H -3.667 1.766 0.013
H -2.976 0.476 1.220
H 1.376 2.199 0.597
H 1.740 1.850 -1.282
H 3.027 -0.386 -0.296
H 2.418 -0.064 1.295
H 0.385 -0.153 -1.186
H -1.325 -2.171 -1.165
H 0.395 -2.310 -0.428
H -1.119 -3.078 0.189
H -1.589 -1.277 1.517

***

Entry 6:
19
Properties=species:S:1:pos:R:3 method="wB97M-V/def2-TZVPD" largest_force_ev_per_a=6.48 de_lowest_kcal_mol=116.2 total_charge=0 homo_energy_ev="-7.88 / -7.94" e_lumo_ha="0.00062 / 0.00006"
C 0.450 1.569 -1.983
C -1.165 -0.397 0.677
C -2.186 0.022 1.615
C 0.511 -1.955 -0.137
C 1.508 0.858 -0.034
N -0.928 0.601 -0.269
N -0.557 -1.526 0.771
N 0.229 0.949 -0.745
H -0.203 1.269 -2.749
H 1.379 1.876 -2.186
H -1.910 0.074 2.662
H -2.938 -0.626 1.617
H -2.509 1.027 1.420
H 0.417 -1.830 -1.227
H 0.835 -3.068 0.132
H 1.487 -1.501 0.048
H 2.055 1.943 -0.077
H 2.312 0.165 -0.508
H 1.213 0.549 0.973

***

Entry 7:
19
Properties=species:S:1:pos:R:3 method="wB97M-V/def2-TZVPD" smiles="C=[N+]1CCN/C1=[NH+]/C" largest_force_ev_per_a=8.95 de_lowest_kcal_mol=151.0 total_charge=+2 homo_energy_ev="-18.47 / -18.47" e_lumo_ha="-0.41206 / -0.41205"
C 0.051 -2.012 0.213
N 0.547 -0.791 -0.033
C 1.945 -0.498 0.030
C 2.053 1.088 -0.037
N 0.727 1.447 0.103
C -0.063 0.462 -0.046
N -1.745 0.740 0.400
C -2.799 -0.019 -0.248
H 0.727 -2.904 0.277
H -1.056 -2.397 0.222
H 2.616 -0.889 -0.751
H 2.366 -0.758 1.045
H 2.731 1.375 0.764
H 2.463 1.517 -0.977
H 0.428 2.373 -0.143
H -2.030 1.716 0.371
H -3.605 0.363 0.447
H -2.490 -1.038 -0.246
H -2.866 0.224 -1.391

***

Entry 8:
20
Properties=species:S:1:pos:R:3 method="wB97M-V/def2-TZVPD" largest_force_ev_per_a=6.64 de_lowest_kcal_mol=74.9 total_charge=0 homo_energy_ev=-8.75 e_lumo_ha=0.03108
H -0.285 2.765 0.218
N -0.355 1.831 0.624
C -0.824 0.946 -0.156
N -1.289 1.053 -1.420
C -1.285 -0.651 0.527
N -1.374 -0.454 1.887
O -2.088 -1.258 -0.162
H -1.260 1.930 -1.915
H -1.844 0.282 -1.764
H -2.295 -0.594 2.278
H -0.798 0.297 2.244
C 1.197 -1.120 -1.565
C 1.044 -0.783 -0.295
C 2.022 -0.229 0.677
H 2.125 -0.894 -2.070
H 0.386 -1.536 -2.144
H 0.110 -1.335 0.290
H 2.910 0.104 0.139
H 1.590 0.626 1.199
H 2.314 -0.983 1.408